Entry 1:
{
  "formula": "C2HN2P",
  "method": "ωB97M-V with the def2-TZVPD basis set",
  "symbols": ["C", "C", "N", "N", "P", "H"],
  "coordinates": [[1.5083, -0.9192, -0.0236], [-1.6815, 0.5994, -0.0210], [1.5980, -1.8645, -0.6833], [-2.7772, 0.6791, -0.2362], [1.2928, 0.5464, 0.8449], [0.0597, 0.9588, 0.1192]],
  "atomic_forces_ev_per_a": [[-0.3, -0.4, -0.7], [5.5, -0.2, 1.1], [0.2, -0.2, 0.1], [-4.8, 0.3, -0.9], [-0.3, 0.7, 0.6], [-0.3, -0.2, -0.2]],
  "multiplicity": 1,
  "energy_ha": -527.472470,
  "homo_ha": [-0.413, -0.386],
  "lumo_ev": [-3.4, -4.3],
  "de_lowest_kj_mol": 345.6,
  "max_force_ha_per_bohr": 0.109
}

Entry 2:
{
  "formula": "C51H78FInN4O3SSi",
  "method": "ωB97M-V with the def2-TZVPD basis set",
  "symbols": ["In", "C", "N", "C", "C", "C", "N", "C", "C", "C", "C", "C", "C", "C", "O", "C", "C", "C", "C", "C", "C", "C", "C", "C", "C", "C", "C", "C", "C", "C", "O", "C", "C", "C", "C", "C", "C", "C", "C", "H", "H", "H", "H", "H", "H", "H", "H", "H", "H", "H", "H", "H", "H", "H", "H", "H", "H", "H", "H", "H", "H", "H", "H", "H", "H", "H", "H", "H", "H", "H", "H", "H", "H", "H", "H", "H", "H", "H", "H", "H", "H", "H", "H", "H", "H", "H", "H", "H", "H", "H", "H", "H", "H", "C", "Si", "C", "C", "N", "C", "C", "C", "C", "C", "C", "F", "H", "H", "H", "H", "H", "H", "H", "H", "H", "H", "H", "H", "H", "C", "S", "C", "O", "H", "H", "H", "H", "H", "H", "N", "C", "C", "C", "C", "C", "C", "H", "H", "H", "H", "H"],
  "coordinates": [[-0.0492, 0.3964, -1.1804], [-4.3946, -1.9306, -1.6036], [-3.5989, -1.2098, -0.6322], [-4.1108, 0.1294, -0.4151], [-3.5143, -1.9589, 0.6039], [-2.5184, -1.4003, 1.6106], [-1.1511, -1.3315, 1.1286], [-0.2675, -0.7210, 2.1306], [-0.7849, 0.5550, 2.7195], [-1.3172, 0.5315, 4.0021], [-1.7208, 1.6798, 4.6580], [-1.4755, 2.8835, 3.9953], [-0.9286, 2.9708, 2.7281], [-0.6426, 1.7646, 1.9940], [-0.2551, 1.7949, 0.7465], [-0.5181, 4.3325, 2.1744], [1.0019, 4.2868, 1.9523], [-1.2452, 4.6358, 0.8575], [-0.7887, 5.4876, 3.1436], [-2.2943, 1.6938, 6.0716], [-1.2606, 2.3166, 7.0257], [-2.6286, 0.2906, 6.5832], [-3.5844, 2.5268, 6.1189], [-0.6936, -2.6826, 0.7660], [0.7680, -2.9979, 0.9243], [1.1354, -4.1114, 1.6522], [2.4456, -4.5833, 1.6674], [3.3728, -3.8555, 0.9319], [3.0700, -2.7032, 0.2112], [1.7194, -2.2481, 0.1860], [1.3297, -1.2229, -0.4934], [4.2119, -2.0761, -0.6131], [4.4988, -3.0187, -1.7943], [3.9167, -0.6853, -1.1909], [5.4704, -1.9241, 0.2605], [2.7862, -5.8658, 2.4217], [4.2503, -6.2787, 2.2547], [2.5087, -5.6747, 3.9206], [1.9149, -7.0172, 1.8923], [-5.4333, -2.0963, -1.2569], [-4.4203, -1.3742, -2.5388], [-3.9396, -2.9023, -1.8010], [-4.1854, 0.6461, -1.3699], [-5.1094, 0.1230, 0.0625], [-3.4194, 0.6848, 0.2184], [-3.2404, -2.9859, 0.3532], [-4.4994, -1.9983, 1.1132], [-2.5851, -2.0432, 2.5126], [-2.8225, -0.4002, 1.9140], [0.6759, -0.5070, 1.6263], [-0.0658, -1.4322, 2.9490], [-1.4114, -0.4336, 4.4888], [-1.7125, 3.8032, 4.5149], [1.2460, 3.5010, 1.2434], [1.5076, 4.0757, 2.8993], [1.3575, 5.2395, 1.5595], [-1.0558, 3.8439, 0.1374], [-0.8864, 5.5759, 0.4334], [-2.3231, 4.7131, 1.0295], [-0.2265, 5.3655, 4.0731], [-1.8509, 5.5866, 3.3822], [-0.4634, 6.4197, 2.6759], [-0.3307, 1.7468, 6.9895], [-1.6326, 2.3202, 8.0558], [-1.0380, 3.3435, 6.7334], [-1.7383, -0.3384, 6.6232], [-3.3671, -0.1926, 5.9406], [-3.0400, 0.3581, 7.5937], [-3.3962, 3.5642, 5.8427], [-4.0099, 2.5166, 7.1272], [-4.3212, 2.1200, 5.4239], [-0.9552, -2.8374, -0.2868], [-1.2460, -3.4237, 1.3677], [0.3623, -4.6428, 2.2009], [4.3948, -4.2100, 0.9037], [3.6065, -3.0949, -2.4189], [4.7631, -4.0221, -1.4514], [5.3183, -2.6321, -2.4086], [3.0973, -0.7114, -1.9041], [4.8126, -0.3108, -1.6968], [3.6407, 0.0190, -0.4050], [5.8568, -2.8782, 0.6226], [5.2438, -1.2991, 1.1268], [6.2653, -1.4409, -0.3137], [4.9258, -5.5164, 2.6470], [4.4878, -6.4492, 1.2030], [4.4322, -7.2090, 2.7993], [3.1248, -4.8657, 4.3170], [2.7294, -6.5909, 4.4784], [1.4638, -5.4121, 4.0885], [2.0632, -7.1343, 0.8177], [0.8569, -6.8209, 2.0650], [2.1746, -7.9590, 2.3868], [-0.1632, 1.0776, -5.7203], [0.7381, 2.3867, -4.6991], [2.5989, 1.9882, -4.6273], [0.6670, 3.9494, -5.8281], [0.0170, 2.7584, -3.2119], [0.5620, 3.7881, -2.5079], [0.0828, 5.1157, -2.5833], [0.7389, 6.1744, -1.9783], [1.9022, 5.9645, -1.2491], [2.3623, 4.6616, -1.0865], [1.6820, 3.6232, -1.6747], [2.1383, 2.3555, -1.4769], [0.5553, 0.5267, -6.3329], [-0.8934, 1.5307, -6.3952], [-0.6778, 0.3511, -5.0958], [3.0246, 1.7366, -5.6023], [2.7519, 1.1441, -3.9508], [3.1564, 2.8408, -4.2277], [1.1552, 3.7800, -6.7933], [1.1537, 4.8044, -5.3497], [-0.3700, 4.2365, -6.0286], [-0.8025, 5.2894, -3.1834], [0.3524, 7.1829, -2.0892], [2.4374, 6.7952, -0.8058], [3.2472, 4.4489, -0.4991], [-5.4398, 0.9644, -3.9716], [-3.6503, 0.5229, -3.7687], [-3.1356, 2.2478, -3.9369], [-3.3282, -0.1899, -5.0209], [-5.5478, 1.3852, -4.9696], [-5.7230, 1.6885, -3.2082], [-6.0457, 0.0639, -3.8799], [-3.3402, 2.5752, -4.9568], [-2.0639, 2.3273, -3.7197], [-3.6924, 2.8409, -3.2097], [0.6386, -0.3192, -3.0593], [0.5077, -1.5899, -3.3797], [1.4317, -2.1175, -4.3465], [1.3194, -3.4046, -4.8211], [0.3441, -4.2809, -4.3482], [-0.5480, -3.8041, -3.3905], [-0.4866, -2.5089, -2.9287], [2.1894, -1.4421, -4.7249], [2.0304, -3.7462, -5.5678], [0.2871, -5.3014, -4.7062], [-1.3204, -4.4642, -3.0073], [-1.1817, -2.1378, -2.1794]],
  "atomic_forces_ev_per_a": [[0.7, -0.4, 0.1], [0.0, 0.0, 0.0], [-0.1, 0.0, -0.1], [0.1, -0.1, 0.1], [0.2, 0.0, 0.1], [-0.1, 0.1, -0.1], [0.0, 0.2, 0.0], [0.0, 0.1, 0.0], [0.2, 0.2, -0.2], [-0.1, 0.0, 0.1], [0.0, 0.0, 0.0], [-0.1, -0.1, 0.0], [0.1, 0.0, -0.2], [-0.4, -0.2, 0.5], [0.4, -0.5, -1.3], [0.0, 0.0, -0.1], [-0.1, -0.1, 0.0], [0.1, -0.1, 0.0], [0.0, -0.1, 0.0], [0.0, 0.0, 0.1], [-0.1, 0.0, 0.0], [0.1, 0.1, -0.1], [0.1, 0.0, 0.0], [0.0, -0.1, -0.3], [-0.1, -0.1, 0.0], [0.1, 0.0, 0.0], [0.0, 0.0, 0.0], [-0.1, -0.1, 0.1], [0.0, 0.2, -0.1], [0.2, -0.2, 0.2], [-0.2, 0.7, 0.0], [0.0, 0.0, 0.0], [0.0, 0.1, 0.0], [-0.1, 0.0, 0.1], [-0.1, -0.1, 0.0], [0.0, 0.0, 0.1], [-0.1, 0.1, 0.0], [0.0, 0.0, -0.1], [0.1, 0.0, 0.0], [0.0, 0.0, 0.0], [-0.1, -0.2, 0.1], [0.0, 0.0, 0.0], [0.0, 0.0, 0.2], [0.0, 0.0, 0.0], [-0.1, 0.1, 0.0], [-0.1, 0.0, 0.0], [0.0, 0.0, -0.1], [0.0, 0.0, 0.0], [0.0, 0.0, 0.1], [0.0, -0.1, 0.1], [0.0, 0.0, 0.0], [0.0, 0.0, -0.1], [0.0, 0.0, 0.0], [0.1, 0.0, -0.1], [0.0, 0.0, 0.0], [0.0, 0.0, 0.0], [0.0, 0.0, -0.1], [0.0, 0.0, 0.0], [0.0, 0.0, 0.0], [0.0, 0.0, 0.0], [0.0, 0.0, 0.0], [0.0, 0.0, 0.0], [0.0, 0.0, 0.0], [0.0, 0.0, 0.0], [0.0, 0.0, 0.0], [0.0, 0.0, 0.0], [0.0, 0.0, 0.0], [0.0, 0.0, 0.0], [0.0, 0.0, 0.0], [0.0, 0.0, 0.0], [0.0, 0.0, 0.0], [0.0, -0.1, 0.1], [0.0, 0.0, 0.0], [0.0, 0.0, 0.0], [0.0, 0.0, 0.0], [0.0, 0.0, 0.0], [0.0, 0.0, 0.0], [0.0, 0.0, 0.0], [0.0, 0.0, -0.1], [0.0, 0.0, 0.0], [0.0, 0.0, 0.0], [0.0, 0.0, 0.0], [0.0, 0.0, 0.0], [0.0, 0.0, 0.0], [0.0, 0.0, 0.0], [0.1, 0.0, 0.0], [0.0, 0.0, 0.0], [0.0, 0.0, 0.0], [0.0, 0.0, 0.0], [0.0, 0.0, 0.0], [0.0, 0.0, 0.0], [0.0, 0.0, 0.0], [0.0, 0.0, 0.0], [0.0, 0.1, 0.2], [0.2, 0.0, -0.6], [-0.2, 0.0, 0.2], [0.0, -0.1, 0.2], [-0.2, -0.4, 0.6], [-0.3, 0.0, -0.4], [0.1, 0.1, 0.1], [0.0, 0.1, 0.0], [0.0, 0.1, 0.0], [0.1, 0.0, 0.1], [0.1, 0.2, 0.1], [0.0, -0.1, 0.1], [0.0, 0.0, 0.0], [0.0, 0.1, 0.0], [0.0, 0.0, 0.0], [-0.1, 0.0, -0.1], [0.0, 0.0, 0.0], [0.0, 0.0, 0.0], [0.0, -0.1, 0.0], [0.0, 0.0, 0.0], [0.0, 0.0, 0.0], [0.0, 0.0, 0.0], [0.0, 0.0, 0.0], [0.0, 0.0, 0.0], [0.0, 0.0, 0.0], [0.4, -0.2, 0.4], [-0.7, 1.1, -0.6], [0.3, -0.2, 0.1], [0.2, -0.3, -0.3], [0.1, 0.0, 0.0], [-0.1, 0.0, 0.0], [0.1, 0.0, 0.0], [-0.1, -0.1, 0.0], [0.0, 0.0, 0.0], [0.0, 0.0, 0.0], [-0.4, 1.2, 0.8], [-0.2, -0.7, -0.1], [-0.2, 0.2, 0.0], [0.1, -0.1, 0.1], [0.0, -0.1, 0.0], [0.0, -0.1, -0.1], [0.2, 0.2, 0.2], [0.1, 0.0, 0.0], [0.0, 0.0, 0.0], [0.0, 0.0, 0.0], [0.0, 0.0, 0.0], [-0.1, 0.0, -0.1]],
  "multiplicity": 1,
  "energy_ha": -3412.573777,
  "homo_ha": [-0.054, -0.052],
  "lumo_ev": [3.8, 3.8],
  "charge": -2,
  "de_lowest_kj_mol": 0.0,
  "max_force_ha_per_bohr": 0.029
}

Entry 3:
{
  "formula": "C7H16BN3O2",
  "method": "ωB97M-V with the def2-TZVPD basis set",
  "symbols": ["B", "C", "C", "C", "C", "C", "C", "C", "N", "N", "N", "O", "O", "H", "H", "H", "H", "H", "H", "H", "H", "H", "H", "H", "H", "H", "H", "H", "H"],
  "coordinates": [[-0.6412, 1.8204, -0.4763], [0.4560, -0.3893, -1.2664], [-0.6746, -2.0256, -0.0486], [0.2038, -1.7859, 1.1975], [0.1703, -0.1362, 1.2368], [0.2560, 0.5552, -0.1101], [-2.8876, -2.5548, -1.0635], [2.9412, 2.1221, 0.8317], [-0.0894, -1.5452, -1.1683], [-1.8574, -2.4985, 0.0423], [2.2491, 1.3582, -0.2747], [-1.9796, 1.4531, -0.4195], [-0.0470, 3.0207, -0.7728], [1.0084, -0.0909, -2.1400], [-0.0284, -2.1572, 2.2011], [1.2641, -2.1747, 1.0437], [-0.7560, 0.1985, 1.7441], [1.0165, 0.1770, 1.8254], [-3.6600, -1.8419, -0.8393], [-3.5173, -3.5576, -1.0682], [-2.3739, -2.4172, -1.9141], [2.4392, 3.0370, 0.8806], [2.7184, 1.5909, 1.7482], [4.0088, 2.2225, 0.6886], [-2.1508, -2.9204, 0.9014], [2.8981, 0.6592, -0.6040], [2.0188, 1.9392, -1.1771], [-2.6973, 2.0028, -0.2796], [-0.2881, 3.9385, -0.7190]],
  "atomic_forces_ev_per_a": [[-1.9, 2.2, 0.2], [-1.2, -1.2, 1.6], [1.5, 0.5, 2.4], [1.3, 1.4, -0.9], [-0.5, -1.3, -0.1], [3.0, -0.1, -0.6], [-2.2, -2.6, 3.6], [-1.3, -1.3, -0.4], [0.1, 0.6, -1.4], [-1.6, -0.6, -1.5], [-1.7, 0.9, -2.2], [4.1, -1.9, -0.2], [0.6, -2.3, 0.4], [0.1, -0.1, -0.4], [-0.9, -0.1, -0.5], [-1.3, 0.7, -0.3], [0.5, -0.2, -0.2], [0.2, 0.2, 0.4], [0.0, 0.8, -0.1], [2.0, 1.7, 0.2], [1.4, 0.6, -3.3], [-0.4, 1.6, 0.2], [0.3, -0.2, 0.3], [0.1, -0.1, -0.3], [0.1, -0.1, 0.7], [0.0, -0.7, -0.1], [0.7, -0.8, 2.5], [-2.1, 2.1, 0.1], [-0.9, 0.4, -0.1]],
  "multiplicity": 1,
  "energy_ha": -615.337077,
  "homo_ha": -0.667,
  "lumo_ev": -8.9,
  "charge": 2,
  "de_lowest_kj_mol": 164.3,
  "max_force_ha_per_bohr": 0.096
}